ORCA calculation (ωB97M-V/def2-TZVPD) on a structure of composition C11H32N4OP2Pd.

Its HOMO energy is -5.74 eV. As for the HOMO-LUMO gap: 0.2390 Ha. The total energy is -1543.1624 a.u.

The geometry in ORCA input format:
```
! wB97M-V def2-TZVPD RIJCOSX def2/J DEFGRID3
* xyz 0 1
Pd 0.85 0.26 -0.16
C 3.61 -1.32 -1.95
P 2.91 -0.20 -0.68
C 4.07 1.21 -0.86
C 3.62 -0.99 0.83
C 3.12 -0.32 2.10
P 1.27 -0.18 2.08
C 1.03 0.37 3.83
C 0.80 -1.95 2.30
H 4.69 -1.48 -1.83
H 3.43 -0.91 -2.94
H 3.11 -2.29 -1.90
H 5.12 0.90 -0.80
H 3.87 1.95 -0.09
H 3.91 1.70 -1.83
H 4.72 -1.01 0.79
H 3.29 -2.04 0.82
H 3.53 0.69 2.18
H 3.44 -0.86 3.00
H 1.43 -0.36 4.55
H -0.04 0.51 4.03
H 1.52 1.33 4.00
H 1.42 -2.45 3.04
H 0.84 -2.49 1.35
H -0.24 -1.99 2.63
N -1.59 2.84 -0.89
N -0.24 2.38 -0.93
H -1.64 3.82 -0.64
H -2.09 2.31 -0.18
H 0.36 2.88 -0.29
H 0.11 2.49 -1.86
C -3.44 0.70 -2.62
N -2.47 -0.23 -2.06
C -1.50 -0.83 -2.97
C -2.32 -0.49 -0.74
O -1.36 -1.13 -0.32
N -3.29 0.01 0.14
C -2.91 -0.12 1.54
C -4.66 -0.45 -0.08
H -2.93 1.37 -3.32
H -3.87 1.31 -1.84
H -4.23 0.17 -3.17
H -1.54 -0.29 -3.91
H -1.73 -1.88 -3.16
H -0.50 -0.76 -2.54
H -1.87 0.20 1.68
H -2.98 -1.16 1.89
H -3.57 0.50 2.15
H -4.90 -0.48 -1.13
H -5.36 0.22 0.42
H -4.80 -1.46 0.33
*
```


ORCA calculation (ωB97M-V/def2-TZVPD) on a structure of composition C47H41CoN4O4P2S3 at a distorted geometry.

Its HOMO energy (alpha / beta) is -7.75 / -7.73 eV. As for the HOMO-LUMO gap (alpha / beta): 0.2627 / 0.2607 Ha. The total energy is -5595.7349 a.u.

The geometry in ORCA input format:
```
! wB97M-V def2-TZVPD RIJCOSX def2/J DEFGRID3
* xyz 0 1
Co 0.75 0.00 -0.60
S 3.18 -0.04 -0.02
P 2.13 -0.66 1.56
C 0.50 -0.08 1.43
P 0.23 1.64 1.43
S 0.79 2.45 -0.31
C 0.98 2.53 2.83
C 2.23 3.12 2.68
C 2.84 3.72 3.77
C 2.19 3.76 5.00
C 0.93 3.18 5.14
C 0.33 2.57 4.06
C -1.55 1.89 1.72
C -2.11 3.13 1.43
C -3.44 3.38 1.70
C -4.22 2.39 2.29
C -3.67 1.15 2.59
C -2.33 0.90 2.30
C 3.00 -0.22 3.10
C 4.39 -0.06 3.06
C 5.07 0.26 4.22
C 4.39 0.43 5.41
C 3.01 0.26 5.45
C 2.32 -0.07 4.30
C 2.01 -2.47 1.62
C 2.83 -3.27 0.84
C 2.67 -4.65 0.86
C 1.70 -5.22 1.67
C 0.89 -4.42 2.47
C 1.05 -3.04 2.44
H 2.72 3.09 1.72
H 3.81 4.18 3.66
H 2.67 4.23 5.85
H 0.43 3.22 6.10
H -0.66 2.12 4.16
H -1.49 3.90 0.97
H -3.88 4.34 1.47
H -5.27 2.58 2.51
H -4.29 0.38 3.03
H -1.88 -0.06 2.51
H 4.91 -0.17 2.12
H 6.15 0.39 4.19
H 4.92 0.69 6.32
H 2.47 0.39 6.38
H 1.24 -0.20 4.32
H 3.57 -2.82 0.19
H 3.27 -5.28 0.21
H 1.55 -6.29 1.66
H 0.14 -4.87 3.10
H 0.41 -2.40 3.03
N -6.28 1.37 -1.14
C -7.59 1.05 -0.87
C -8.79 1.72 -1.07
C -9.94 1.05 -0.71
C -9.90 -0.24 -0.16
C -8.71 -0.90 0.04
C -7.53 -0.25 -0.32
N -6.22 -0.68 -0.26
C -5.51 0.30 -0.76
C -4.06 0.25 -0.90
C -3.31 1.25 -1.50
C -1.93 1.14 -1.55
N -1.28 0.10 -1.03
C -2.00 -0.89 -0.48
C -3.37 -0.86 -0.40
H -5.95 2.23 -1.54
H -8.82 2.71 -1.50
H -10.90 1.53 -0.84
H -10.83 -0.73 0.11
H -8.67 -1.90 0.46
H -3.77 2.14 -1.92
H -1.33 1.91 -2.00
H -1.43 -1.72 -0.09
H -3.92 -1.66 0.06
C 6.52 -2.42 -6.33
C 5.54 -1.50 -5.64
C 5.60 -1.32 -4.26
C 4.71 -0.47 -3.62
C 3.75 0.19 -4.37
C 3.67 0.03 -5.74
C 4.58 -0.81 -6.37
S 2.52 1.16 -3.53
O 1.70 1.82 -4.50
O 3.14 1.92 -2.49
N 1.55 -0.05 -2.80
C 0.81 -0.82 -3.84
C -0.08 -1.89 -3.22
C 0.68 -2.59 -2.08
O 1.22 -3.67 -2.27
O 0.71 -1.93 -0.96
H 6.92 -3.16 -5.64
H 7.35 -1.84 -6.73
H 6.04 -2.93 -7.16
H 6.35 -1.85 -3.68
H 4.76 -0.32 -2.55
H 2.91 0.56 -6.29
H 4.52 -0.95 -7.45
H 2.24 -0.67 -2.36
H 1.53 -1.30 -4.51
H 0.23 -0.11 -4.42
H -0.36 -2.61 -3.97
H -0.97 -1.43 -2.80
*
```


ORCA calculation (ωB97M-V/def2-TZVPD) on a cluster of 2 separate species, C3H2Cl2O in total at a distorted geometry.

As for the SMILES: ClC#CCl.C=O. Its HOMO energy is -9.94 eV. As for the HOMO-LUMO gap: 0.3862 Ha. The total energy is -1111.0041 a.u. The energy relative to the best compared isomer or geometry (same formula, charge and spin) comes out at 76.8 kcal per mole.

The geometry in ORCA input format:
```
! wB97M-V def2-TZVPD RIJCOSX def2/J DEFGRID3
* xyz 0 1
Cl 1.61 1.96 -0.87
C 1.82 0.39 -0.24
C 1.88 -0.77 0.01
Cl 1.64 -2.24 0.71
C -1.70 0.18 0.13
O -1.49 1.15 -0.53
H -1.07 -0.65 0.18
H -2.68 -0.03 0.60
*
```


ORCA calculation (ωB97M-V/def2-TZVPD) on a cluster of 3 separate species, C17H30FN3O2S in total at a distorted geometry.

As for the SMILES: C[C@H](F)Cc1c(N)ccc2nsnc12.CCOCC.CCOCC. Its HOMO energy is -7.96 eV. As for the HOMO-LUMO gap: 0.2427 Ha. The total energy is -1478.1366 a.u.

The geometry in ORCA input format:
```
! wB97M-V def2-TZVPD RIJCOSX def2/J DEFGRID3
* xyz 0 1
C -2.28 -5.31 3.76
C -2.32 -5.56 2.14
F -1.02 -5.04 1.59
C -3.50 -4.70 1.35
C -2.92 -4.51 -0.21
C -2.69 -3.01 -0.83
N -3.01 -1.81 0.03
C -2.11 -2.88 -2.37
C -1.73 -4.25 -3.25
C -1.93 -5.75 -2.61
N -1.63 -7.12 -3.19
S -2.11 -8.35 -2.03
N -2.68 -7.33 -0.71
C -2.54 -5.87 -1.09
H -1.64 -6.21 4.22
H -1.67 -4.30 3.92
H -3.32 -5.31 4.29
H -2.46 -6.69 1.84
H -3.71 -3.65 1.86
H -4.55 -5.26 1.35
H -3.99 -1.85 0.38
H -2.81 -0.92 -0.49
H -1.95 -1.84 -2.89
H -1.31 -4.19 -4.35
C 2.54 2.01 0.26
C 1.20 1.90 0.97
O 0.19 1.25 0.20
C 0.47 -0.09 -0.21
C 0.68 -1.04 0.96
H 2.42 2.55 -0.69
H 3.26 2.55 0.88
H 2.96 1.04 0.03
H 0.83 2.91 1.19
H 1.31 1.40 1.94
H 1.32 -0.11 -0.89
H -0.40 -0.43 -0.78
H 1.55 -0.76 1.56
H 0.84 -2.06 0.60
H -0.19 -1.04 1.62
C 1.34 6.06 0.33
C 2.83 6.26 0.51
O 3.60 5.87 -0.63
C 3.33 6.57 -1.84
C 3.56 8.06 -1.75
H 1.12 5.01 0.09
H 0.80 6.33 1.24
H 0.94 6.67 -0.48
H 3.17 5.63 1.34
H 3.06 7.29 0.79
H 2.31 6.34 -2.18
H 4.00 6.15 -2.60
H 2.90 8.54 -1.02
H 3.37 8.54 -2.72
H 4.59 8.28 -1.45
*
```


ORCA calculation (ωB97M-V/def2-TZVPD) on the molecule C4H6N2O at a distorted geometry.

As for the SMILES: [H]/N=C/C(=C)C(N)=O. Its HOMO energy is -9.30 eV. As for the HOMO-LUMO gap: 0.3594 Ha. The total energy is -340.7216 a.u. The energy relative to the best compared isomer or geometry (same formula, charge and spin) comes out at 46.0 kcal per mole.

The geometry in ORCA input format:
```
! wB97M-V def2-TZVPD RIJCOSX def2/J DEFGRID3
* xyz 0 1
H -2.04 1.17 -1.53
N -1.48 0.76 -0.79
C -0.61 -0.08 -1.16
C 0.33 -0.67 -0.22
C 0.67 -1.94 -0.10
C 0.92 0.68 0.84
N -0.10 1.29 1.41
O 2.10 0.82 0.98
H -0.46 -0.36 -2.22
H 1.38 -2.29 0.62
H 0.20 -2.69 -0.73
H -1.00 1.20 0.94
H 0.10 2.10 1.98
*
```


ORCA calculation (ωB97M-V/def2-TZVPD) on the molecule C3H3ClN2S at a distorted geometry.

As for the SMILES: CS/N=C(\Cl)C#N. Its HOMO energy (alpha / beta) is -8.68 / -8.79 eV. As for the HOMO-LUMO gap (alpha / beta): 0.2760 / 0.2881 Ha. The total energy is -1083.8778 a.u. The energy relative to the best compared isomer or geometry (same formula, charge and spin) comes out at 80.8 kcal per mole.

The geometry in ORCA input format:
```
! wB97M-V def2-TZVPD RIJCOSX def2/J DEFGRID3
* xyz 0 1
C -0.15 -0.13 0.00
S 1.43 -1.08 0.04
N 2.47 0.12 -0.05
C 4.02 0.08 0.07
Cl 4.83 -1.46 -0.03
C 4.48 1.37 -0.01
N 4.93 2.43 0.03
H -0.65 -0.47 0.83
H -0.65 -0.38 -0.86
H 0.01 0.83 -0.15
*
```


ORCA calculation (ωB97M-V/def2-TZVPD) on a structure of composition C38H69N3O14S at a distorted geometry.

Its HOMO energy is -7.29 eV. As for the HOMO-LUMO gap: 0.2658 Ha. The total energy is -3105.1583 a.u.

The geometry in ORCA input format:
```
! wB97M-V def2-TZVPD RIJCOSX def2/J DEFGRID3
* xyz 0 1
C -4.05 2.49 4.14
C -3.08 3.38 3.35
C -2.07 2.58 2.53
C -2.75 1.75 1.42
N -2.23 1.98 0.09
C -0.89 1.83 -0.19
C -0.24 0.67 0.34
C 1.08 0.40 0.15
C 1.85 1.33 -0.59
N 3.16 1.25 -0.88
S 3.48 2.54 -1.77
N 2.05 3.26 -1.85
C 1.21 2.47 -1.13
C -0.17 2.74 -0.92
H -3.71 2.26 5.15
H -4.99 3.03 4.21
H -4.27 1.56 3.63
H -3.63 4.09 2.74
H -2.51 3.97 4.07
H -1.55 1.90 3.21
H -1.31 3.26 2.13
H -3.81 1.96 1.42
H -2.63 0.70 1.71
H -2.88 2.21 -0.64
H -0.86 -0.02 0.89
H 1.54 -0.49 0.56
H -0.61 3.62 -1.37
O -3.80 1.40 -1.91
C -3.19 0.56 -2.52
O -2.23 -0.13 -1.89
C -1.54 -1.25 -2.48
C -0.39 -0.78 -3.34
C -3.42 0.34 -3.99
H -2.24 -1.89 -3.02
H -1.15 -1.83 -1.65
H -0.73 -0.17 -4.18
H 0.16 -1.62 -3.75
H 0.29 -0.16 -2.75
H -2.87 1.09 -4.55
H -4.48 0.46 -4.19
H -3.14 -0.65 -4.34
O -6.93 2.83 2.67
C -7.28 2.43 1.59
O -6.54 1.48 0.99
C -6.92 0.83 -0.23
C -6.53 1.63 -1.45
C -8.47 3.02 0.87
H -7.98 0.58 -0.21
H -6.38 -0.12 -0.22
H -7.04 2.60 -1.47
H -6.78 1.09 -2.36
H -5.46 1.83 -1.44
H -8.16 3.94 0.38
H -9.23 3.25 1.61
H -8.92 2.35 0.14
O 0.83 -2.86 -0.44
C 1.32 -3.60 0.37
O 0.87 -4.86 0.45
C 1.50 -5.84 1.28
C 1.00 -5.77 2.71
C 2.37 -3.11 1.34
H 2.58 -5.77 1.22
H 1.22 -6.80 0.85
H 1.24 -4.82 3.17
H 1.45 -6.57 3.31
H -0.09 -5.88 2.73
H 1.87 -2.61 2.17
H 3.01 -2.40 0.82
H 3.02 -3.90 1.73
O -4.16 5.02 -1.07
C -3.46 5.54 -1.90
O -3.07 6.81 -1.72
C -2.12 7.47 -2.55
C -2.76 8.04 -3.80
C -3.09 4.81 -3.17
H -1.28 6.80 -2.78
H -1.71 8.27 -1.95
H -3.19 7.26 -4.43
H -2.02 8.58 -4.40
H -3.56 8.73 -3.53
H -3.91 4.89 -3.88
H -2.93 3.76 -2.93
H -2.17 5.18 -3.63
O 2.04 -0.90 -5.47
C 2.97 -1.40 -4.89
O 3.99 -1.90 -5.62
C 5.20 -2.37 -5.03
C 5.09 -3.80 -4.55
C 2.98 -1.54 -3.39
H 5.53 -1.69 -4.24
H 5.94 -2.31 -5.83
H 4.34 -3.90 -3.76
H 6.04 -4.15 -4.15
H 4.78 -4.45 -5.37
H 2.40 -2.41 -3.11
H 2.51 -0.65 -2.97
H 3.97 -1.61 -2.95
O 4.86 -5.62 1.56
C 5.00 -6.71 2.05
O 4.13 -7.12 2.98
C 4.11 -8.45 3.52
C 5.11 -8.62 4.65
C 6.18 -7.59 1.69
H 4.25 -9.19 2.72
H 3.10 -8.59 3.90
H 6.13 -8.47 4.31
H 5.03 -9.62 5.07
H 4.91 -7.89 5.43
H 7.04 -7.26 2.26
H 6.39 -7.45 0.63
H 6.01 -8.65 1.85
O 4.61 3.36 6.14
C 4.08 3.07 5.10
O 4.57 2.05 4.37
C 3.91 1.54 3.21
C 4.25 2.33 1.96
C 2.92 3.88 4.56
H 2.84 1.46 3.37
H 4.28 0.52 3.10
H 3.91 3.36 2.04
H 3.78 1.87 1.09
H 5.33 2.35 1.81
H 3.31 4.77 4.06
H 2.30 4.19 5.40
H 2.28 3.34 3.87
*
```